This record from the Open Molecules 2025 dataset describes an isolated ion of composition C3H3N2O3 and charge -1. The level of theory is ωB97M-V/def2-TZVPD.

Results
Total energy (Eh): -451.3997
SMILES: Cn1nc([O-])oc1=O
Charge: -1

Geometry (Å):
C: -1.92874 -0.77419 0.15394
C: -0.49730 0.72420 -0.88624
C: 1.62289 0.08053 0.41858
N: -0.75111 -1.14298 0.58187
N: 0.29986 -0.10946 -0.04505
O: -1.78757 0.44691 -0.71382
O: -3.03225 -1.22541 0.37019
O: -0.00545 1.56067 -1.62255
H: 1.72597 1.07171 0.94765
H: 1.93476 -0.65451 1.09555
H: 2.41894 0.02253 -0.30012

---

This record from the Open Molecules 2025 dataset describes a 12-piece molecular cluster, C47H125N7O14 overall. The level of theory is ωB97M-V/def2-TZVPD.

Results
Total energy (Eh): -3302.0535
SMILES: COC[C@H](C)N.COC[C@H](C)N.COC[C@H](C)N.COC[C@H](C)N.COC[C@H](C)N.COCCNCCOC.COCCNCCOC.CC(C)O.CC(C)O.CC(C)O.CC(C)O.CC(C)O
Charge: 0

Geometry (Å):
C: -14.19747 -7.93452 -14.30962
C: -14.60379 -8.78871 -15.44914
C: -15.68105 -9.79420 -15.12755
O: -15.03158 -7.96206 -16.57993
H: -13.93394 -8.67199 -13.58344
H: -15.01969 -7.28870 -13.98900
H: -13.29348 -7.33306 -14.58401
H: -13.67829 -9.34108 -15.67503
H: -15.39554 -10.48627 -14.36674
H: -16.00469 -10.47106 -15.94547
H: -16.61879 -9.35013 -14.77354
H: -14.88642 -7.07967 -16.34311
C: -21.16595 -10.85476 -20.82925
C: -21.58106 -9.63386 -20.02724
C: -22.16575 -10.12029 -18.72595
O: -20.49970 -8.71567 -19.89746
H: -20.65685 -10.66723 -21.80137
H: -21.90141 -11.57855 -21.04547
H: -20.45974 -11.33132 -20.11947
H: -22.26834 -9.08887 -20.67032
H: -22.34473 -9.27590 -18.06601
H: -21.39012 -10.71789 -18.17660
H: -23.04376 -10.69850 -18.77904
H: -19.73690 -9.31299 -19.48924
C: -15.14951 -16.35840 -23.14238
C: -15.40284 -14.89473 -22.89897
C: -14.59804 -14.41195 -21.69394
O: -15.11206 -14.15867 -24.13928
H: -14.96775 -16.88812 -22.20819
H: -14.18546 -16.51488 -23.68971
H: -15.96685 -16.81513 -23.70753
H: -16.46546 -14.75335 -22.68027
H: -13.53721 -14.36476 -22.02382
H: -14.73325 -15.00745 -20.77024
H: -14.70476 -13.34665 -21.40067
H: -15.41809 -13.26657 -24.17959
C: -13.10802 -10.79556 -22.36053
C: -11.66757 -10.86157 -22.83864
C: -11.08840 -12.28463 -23.10894
O: -11.56696 -10.05052 -24.00409
H: -13.80089 -10.84975 -23.16226
H: -13.19940 -9.77562 -21.96919
H: -13.50111 -11.43987 -21.55153
H: -11.03925 -10.46361 -22.00952
H: -11.27545 -12.73577 -24.04268
H: -11.50492 -12.96060 -22.32909
H: -10.06732 -12.15041 -22.93727
H: -12.02320 -9.25269 -23.84773
C: -17.90432 -15.12386 -19.63755
C: -19.24375 -14.39208 -19.83117
C: -19.69777 -14.74232 -21.23066
O: -20.30116 -14.92032 -19.04279
H: -17.55928 -15.04583 -18.59969
H: -17.24796 -14.46033 -20.26721
H: -17.86306 -16.10581 -20.11764
H: -19.06421 -13.30116 -19.69896
H: -20.51326 -14.18492 -21.64029
H: -19.92627 -15.81965 -21.20589
H: -18.86309 -14.47059 -21.89664
H: -20.10904 -15.11742 -18.13511
C: -18.32669 -16.52280 -15.03603
C: -17.59689 -15.24763 -15.55860
C: -18.45203 -13.95719 -15.59877
O: -19.73928 -14.28171 -16.13025
C: -20.62039 -13.20764 -15.93934
N: -16.37032 -14.90710 -14.84175
H: -19.23469 -16.77645 -15.53187
H: -18.72942 -16.29464 -14.00409
H: -17.62330 -17.28464 -15.02249
H: -17.32170 -15.54669 -16.61847
H: -17.88087 -13.25959 -16.17255
H: -18.62282 -13.53799 -14.49571
H: -21.51628 -13.28637 -16.57174
H: -20.11999 -12.27731 -16.24287
H: -20.85171 -13.05806 -14.89379
H: -16.54806 -14.85892 -13.81099
H: -15.75271 -15.70675 -15.01250
C: -12.21991 -13.71240 -14.68561
C: -12.44956 -13.31476 -13.25735
C: -13.02749 -11.92899 -13.32812
O: -12.20823 -10.94314 -14.03156
C: -11.05194 -10.53863 -13.31437
N: -13.29311 -14.28352 -12.56777
H: -13.11871 -13.69623 -15.24472
H: -11.76499 -14.71507 -14.70527
H: -11.56594 -13.01796 -15.18764
H: -11.43331 -13.26384 -12.75946
H: -13.26439 -11.51440 -12.32620
H: -13.97864 -11.98131 -13.81370
H: -10.73306 -9.66931 -13.82017
H: -10.31953 -11.35225 -13.31292
H: -11.30074 -10.29958 -12.27061
H: -13.26266 -14.28863 -11.56056
H: -14.22766 -14.15433 -12.81542
C: -13.90956 -16.95525 -17.41421
C: -12.98123 -17.75836 -16.43667
C: -11.53703 -17.48928 -16.76835
O: -11.30192 -17.64859 -18.13877
C: -9.90485 -17.69460 -18.49885
N: -13.31572 -17.43900 -15.07218
H: -14.97274 -17.11724 -17.39051
H: -13.49391 -17.15173 -18.43967
H: -13.66704 -15.89534 -17.27017
H: -13.23732 -18.75097 -16.55380
H: -10.89967 -18.13431 -16.15391
H: -11.29159 -16.44933 -16.49121
H: -9.45051 -18.49279 -17.85639
H: -9.35450 -16.75167 -18.31713
H: -9.88984 -17.95434 -19.55560
H: -12.77620 -18.05013 -14.48507
H: -13.09321 -16.46528 -14.81930
C: -16.49930 -9.41934 -20.45343
C: -17.02796 -10.42057 -19.39454
C: -15.91577 -11.00158 -18.59750
O: -16.38191 -12.05891 -17.75672
C: -15.34681 -12.85060 -17.21317
N: -18.03150 -9.73900 -18.53025
H: -17.34085 -8.75479 -20.75168
H: -16.09111 -10.00913 -21.26749
H: -15.61047 -8.82185 -20.03454
H: -17.47375 -11.30908 -19.86227
H: -15.35356 -10.18199 -18.04721
H: -15.18097 -11.42253 -19.29891
H: -14.78778 -13.25677 -18.12158
H: -15.74037 -13.69052 -16.61877
H: -14.68545 -12.23847 -16.63839
H: -18.36908 -10.40656 -17.87828
H: -17.51499 -8.97675 -18.08285
C: -14.95898 -10.14685 -26.42583
C: -16.09575 -11.16656 -26.61288
C: -17.09121 -11.05915 -25.50860
O: -16.66588 -11.82189 -24.43030
C: -17.44901 -11.75953 -23.22369
N: -16.82709 -10.87500 -27.85879
H: -14.18823 -10.31134 -27.16402
H: -14.38627 -10.24921 -25.45793
H: -15.33325 -9.13083 -26.61617
H: -15.64931 -12.18154 -26.65133
H: -18.09740 -11.36603 -25.79847
H: -17.17079 -9.97158 -25.26143
H: -17.21056 -10.78170 -22.75066
H: -17.18358 -12.53916 -22.54425
H: -18.45960 -11.88079 -23.44300
H: -16.29621 -10.24492 -28.46113
H: -17.17045 -11.71207 -28.35940
C: -12.42429 -10.90082 -18.45270
O: -12.50864 -12.15100 -19.14014
C: -11.66235 -13.18436 -18.49616
C: -10.18421 -13.02211 -18.73813
N: -9.56003 -11.93724 -17.81100
C: -8.93049 -12.59646 -16.64912
C: -8.15692 -11.61962 -15.84365
O: -7.20067 -10.90785 -16.58186
C: -6.06018 -11.60744 -17.02167
H: -11.55790 -10.34751 -18.82136
H: -12.36134 -11.01900 -17.40283
H: -13.33414 -10.36435 -18.68923
H: -12.03639 -14.11698 -18.88065
H: -11.69754 -13.25738 -17.38052
H: -10.02308 -12.81502 -19.83308
H: -9.63582 -13.99422 -18.46535
H: -8.86402 -11.35379 -18.28929
H: -8.39022 -13.52396 -16.92739
H: -9.71825 -13.07582 -16.09413
H: -7.75930 -12.12231 -14.99534
H: -8.73949 -10.82031 -15.42549
H: -5.43644 -10.80714 -17.45697
H: -6.25550 -12.40032 -17.74848
H: -5.50682 -11.98901 -16.15707
C: -14.18471 -4.29384 -16.77331
O: -15.36206 -5.09738 -16.86272
C: -16.28957 -4.66902 -17.90497
C: -17.46850 -5.51166 -18.00959
N: -18.21421 -5.54705 -16.76088
C: -19.59872 -5.90645 -16.98547
C: -20.33291 -6.16545 -15.65225
O: -19.77049 -7.34050 -15.03752
C: -20.02552 -8.52589 -15.60681
H: -13.45596 -4.78874 -16.14407
H: -14.49331 -3.35427 -16.31487
H: -13.76991 -4.11358 -17.71411
H: -15.73172 -4.77430 -18.80443
H: -16.65899 -3.64448 -17.69426
H: -17.28471 -6.50139 -18.43161
H: -18.03871 -4.95120 -18.75336
H: -17.76935 -6.25535 -16.13336
H: -19.64073 -6.88268 -17.57615
H: -20.18778 -5.14390 -17.57008
H: -21.39453 -6.25900 -15.79928
H: -20.07291 -5.39942 -14.94687
H: -19.59426 -8.79248 -16.59930
H: -21.10850 -8.51976 -15.83509
H: -19.83068 -9.28400 -14.83617

---

This record from the Open Molecules 2025 dataset describes C7H4N2S as an isolated structure. The level of theory is ωB97M-V/def2-TZVPD.

Results
Total energy (Eh): -776.5926
Charge: 0

Geometry (Å):
C: 2.08395 -0.13295 0.01118
C: 3.03573 0.89508 -0.00802
C: -0.41092 -2.08461 -0.06645
C: 1.80415 -1.44188 0.03231
C: 0.79197 0.68875 -0.00648
C: -0.53099 0.32707 -0.06659
C: -1.62175 1.31661 0.06635
N: 0.96464 -2.30494 0.08622
N: -1.00629 -0.98133 -0.18157
S: 1.72676 2.15863 0.04743
H: -1.08798 -3.04878 -0.16881
H: -1.66616 2.01216 -0.78951
H: -2.60421 0.63331 0.13825
H: -1.47890 1.96287 0.90569

---

This record from the Open Molecules 2025 dataset describes a 2-piece molecular cluster, C2H7NO overall. The level of theory is ωB97M-V/def2-TZVPD.

Results
Total energy (Eh): -210.3684
SMILES: C=CN.O
Charge: 0

Geometry (Å):
C: 1.22927 -0.43130 1.39950
C: 0.34628 -0.73604 0.44797
N: -1.03816 -0.59684 0.49571
H: 0.94442 0.09240 2.29743
H: 2.27080 -0.48925 1.12004
H: 0.73832 -0.96335 -0.53571
H: -1.39221 -0.27793 1.37803
H: -1.59422 -1.28728 0.01899
H: 0.31179 2.00335 -1.61473
H: -0.90768 1.04790 -1.36920
O: -0.29727 1.39866 -2.03572

---

This record from the Open Molecules 2025 dataset describes an isolated ion of composition C9H9N2 and charge +1. The level of theory is ωB97M-V/def2-TZVPD.

Results
Total energy (Eh): -457.5510
Charge: +1

Geometry (Å):
C: 0.72734 2.41016 0.64811
C: -3.12240 0.68668 0.23530
C: -2.73352 -0.57186 0.68408
C: -2.23327 1.42464 -0.53480
C: -1.45791 -1.01604 0.41762
C: 0.77782 -0.64615 -0.33516
C: 1.74747 0.20352 0.05387
C: -0.96636 0.93000 -0.76902
C: 3.20100 -0.07798 0.11161
N: 1.35096 1.43959 0.45326
N: -0.58620 -0.25774 -0.26465
H: -4.10018 1.08069 0.46323
H: -3.40488 -1.20104 1.24745
H: -2.51166 2.38009 -0.94873
H: -1.11375 -1.97881 0.76669
H: 0.97394 -1.67203 -0.60137
H: -0.27749 1.45163 -1.41398
H: 3.49270 -0.81939 -0.62580
H: 3.46618 -0.45069 1.10233
H: 3.76082 0.84397 -0.04634

---

Number 1: frontier orbital gap 7.66 eV. Number 2: frontier orbital gap 9.13 eV. Number 3: frontier orbital gap 7.04 eV. Number 4: frontier orbital gap 9.64 eV. Number 5: frontier orbital gap 9.23 eV.